This record from the Open Molecules 2025 dataset describes a 4-piece molecular cluster, C5H18NO3S overall. The level of theory is the ωB97M-V functional and the def2-TZVPD basis.

Geometry as XYZ:
```
28
Properties=species:S:1:pos:R:3:forces:R:3
S -2.448762 -0.996049 -1.082698 0.120 -0.349 0.196
O 1.298677 -1.749206 -2.068481 0.077 -0.036 0.254
O 1.517370 2.621216 2.354824 -0.177 0.028 0.238
O 3.545285 -0.751164 -0.912538 -0.513 -0.091 0.300
N -0.534258 0.339526 1.160543 0.969 0.543 0.637
C -1.784881 0.519308 -1.857724 -0.634 -0.470 0.580
C 0.598616 -0.999072 2.925298 -0.193 -0.123 -0.376
C -1.291759 1.576864 -0.858403 -0.186 -0.684 -1.048
C 0.309638 -0.814240 1.439069 -0.568 -0.571 -0.073
C -0.134023 1.167370 0.039798 -0.258 0.322 -0.503
H -0.322691 -1.263863 3.443066 0.018 -0.099 0.113
H -2.188315 1.899316 -0.329771 0.143 -0.037 0.548
H -0.995349 2.424285 -1.459812 0.375 0.592 -0.133
H 2.964794 -0.055722 -0.564717 0.401 -0.092 -0.093
H -0.195242 -1.700699 1.032922 -0.124 -0.124 0.251
H 0.575024 -1.163261 -1.799179 -0.306 -0.356 -0.108
H -1.041100 0.193473 -2.590856 0.216 0.509 -0.042
H 0.365532 2.094038 0.332757 -0.013 0.014 0.301
H 0.950508 -0.074395 3.376765 0.191 0.064 0.050
H 2.875256 -1.412537 -1.190821 0.409 0.407 -0.135
H 1.341786 -1.788603 3.055404 -0.041 0.006 0.206
H 1.592051 1.791129 2.839657 0.058 0.065 -0.083
H -2.640024 0.946986 -2.379685 0.207 0.254 -0.392
H 0.654391 0.690485 -0.564892 -0.233 -0.274 -0.150
H -1.483265 0.024966 1.038511 -0.232 -0.164 -0.462
H 1.236313 -0.840549 0.874157 0.336 0.661 -0.066
H 1.185974 -1.947021 -2.997782 -0.254 0.075 -0.116
H 0.607193 2.576998 2.024918 0.210 -0.069 0.104
```
Positions in Å, forces in eV/Å.

Calculated values
- M: 172.3 g mol⁻¹
- Frontier orbital gap: 6.368 eV
- Charge: -1
- HOMO energy: -2.98 eV

---

This record from the Open Molecules 2025 dataset describes C3HBr2NO as an isolated structure. The level of theory is the ωB97M-V functional and the def2-TZVPD basis.

Geometry as XYZ:
```
8
Properties=species:S:1:pos:R:3:forces:R:3
Br -1.214884 -2.267397 1.569548 0.593 0.103 -0.571
Br 1.202003 -0.246019 1.167299 -0.705 0.667 0.099
O 1.745022 1.538357 -1.361294 0.500 -0.230 -0.151
N 4.090304 -1.051935 -0.467444 0.561 -0.502 0.241
C -0.491322 -0.727392 0.545172 -0.711 -1.277 0.298
C 3.317864 -0.207480 -0.621697 1.324 -0.347 -0.757
C 2.358849 0.691002 -0.874602 -2.307 0.549 0.737
H -1.348765 -0.079441 0.674126 0.745 1.036 0.104
```
Positions in Å, forces in eV/Å.

Calculated values
- M: 226.9 g mol⁻¹
- Frontier orbital gap (alpha / beta): 5.006 / 5.031 eV
- HOMO energy (alpha / beta): -7.39 / -7.39 eV

---

This record from the Open Molecules 2025 dataset describes C4H19CdNO5 as an isolated structure. The level of theory is the ωB97M-V functional and the def2-TZVPD basis.

Geometry as XYZ:
```
30
Properties=species:S:1:pos:R:3:forces:R:3
Cd 1.344674 -0.870940 0.023160 -1.241 0.593 0.295
O -0.237715 -3.840886 -0.900074 0.429 0.751 0.190
O 3.236174 -1.971993 -2.813065 -0.438 0.232 0.707
O -1.027790 0.972701 -1.019043 -1.150 -0.654 1.584
O 3.383235 2.059570 0.487953 -0.569 -0.647 -0.181
O 4.152460 -2.352057 1.842396 -0.598 0.337 -0.430
N -1.266717 0.178145 1.660777 0.145 0.143 0.463
C -0.954319 1.548868 -2.284512 -0.093 -0.286 -1.388
C -2.097962 1.610207 -0.257895 1.596 -0.440 2.166
C -2.441424 0.767784 0.989070 -1.011 -2.029 -0.720
C -3.400955 1.382306 2.084699 1.443 0.313 -1.148
H -3.726510 0.681847 2.853774 0.211 -0.240 -0.270
H 3.700365 2.401396 -0.348009 0.127 0.180 -0.292
H 3.115424 -2.045457 -3.759771 -0.173 0.030 -0.356
H -0.704063 2.607763 -2.219565 0.045 0.007 -0.234
H 4.138788 -2.253437 -2.663699 0.346 -0.100 0.096
H -3.073476 1.701467 -0.735544 0.499 0.433 -0.747
H 4.783474 -1.858890 2.366643 0.207 0.236 0.169
H -1.007739 -4.357191 -0.661885 -0.323 -0.104 0.193
H 0.202774 -4.362472 -1.571012 0.194 -0.180 -0.259
H -1.894265 1.374921 -2.808291 -0.172 0.444 -0.077
H -1.610811 2.501151 0.138333 -0.665 0.758 -0.496
H -4.286694 1.842517 1.646767 0.142 0.062 -0.088
H 4.379412 -3.269510 1.994076 0.009 -0.375 0.011
H 3.955913 2.458407 1.143081 0.171 0.077 0.353
H -1.601908 -0.661285 2.111437 0.167 -0.712 -0.225
H -2.759192 2.136732 2.539744 -0.480 0.418 0.377
H -1.153275 0.764580 2.475225 1.184 0.494 0.275
H -0.238591 0.967702 -2.865952 0.364 0.339 0.057
H -2.909284 -0.113947 0.551181 -0.369 -0.081 -0.025
```
Positions in Å, forces in eV/Å.

Calculated values
- M: 273.6 g mol⁻¹
- Frontier orbital gap: 4.711 eV
- Charge: +2
- HOMO energy: -16.58 eV

---

This record from the Open Molecules 2025 dataset describes a 2-piece molecular cluster, C3H10OS2 overall. The level of theory is the ωB97M-V functional and the def2-TZVPD basis.

Geometry as XYZ:
```
16
Properties=species:S:1:pos:R:3:forces:R:3
S 2.230143 -0.507033 -0.345039 -0.905 0.670 0.380
S 2.219576 -2.147673 -1.537875 0.300 -0.147 -0.519
O 0.022957 -1.312485 2.108763 -4.303 -0.745 3.277
C -1.632461 1.486347 -0.062017 -0.006 0.485 0.432
C 0.456015 0.109608 -0.772114 0.733 -0.916 -0.177
C -0.092757 1.349939 -0.039641 -0.614 -0.388 -1.088
H 1.751637 -3.119395 -0.740665 -0.098 0.105 0.295
H -2.104762 0.632865 0.434096 -0.026 0.289 0.134
H 0.267263 2.298301 -0.387737 0.752 0.283 -0.520
H -2.090839 1.581445 -1.040314 0.302 -0.217 -0.457
H 0.592226 0.088540 -1.873939 -0.858 0.564 0.671
H -1.901565 2.460140 0.427067 0.172 -1.048 -0.008
H 0.195259 1.280449 0.977837 0.319 -0.151 1.115
H 0.657485 -1.323034 1.498818 4.822 0.612 -3.745
H -0.452560 -2.099658 1.811004 -0.489 0.092 0.605
H -0.117616 -0.778358 -0.458246 -0.102 0.511 -0.393
```
Positions in Å, forces in eV/Å.

Calculated values
- M: 126.2 g mol⁻¹
- Frontier orbital gap: 9.841 eV
- HOMO energy: -9.42 eV
- SMILES: CCCSS.O

---

no.,strongest force on any atom (eV Å⁻¹)
1,1.281
2,2.484
3,2.727
4,6.136